{"formula": "BH4NO", "method": "ωB97M-V/def2-TZVPD", "homo_lumo_gap_ev": 8.389, "homo_ev": -8.0, "total_energy_ha": -157.1892, "de_lowest_ev": 3.551, "symbols": ["B", "N", "O", "H", "H", "H", "H"], "xyz": [[0.4409, 0.0613, 0.0533], [-0.6873, 0.8755, -0.0643], [1.7198, 0.2859, 0.0533], [-0.2646, -1.9962, -0.5648], [-1.5405, 0.7156, 0.3571], [-0.5442, 1.8456, -0.0217], [2.5440, -0.0899, -0.1810]]}

---

{"formula": "BaH14O7", "method": "ωB97M-V/def2-TZVPD", "homo_lumo_gap_ev": 12.345, "homo_ev": -19.0, "charge": 2, "total_energy_ha": -560.1471, "de_lowest_ev": 0.887, "symbols": ["Ba", "O", "H", "H", "O", "H", "H", "O", "H", "H", "O", "H", "H", "O", "H", "H", "O", "H", "H", "O", "H", "H"], "xyz": [[1.9100, 12.2320, -17.2020], [1.5970, 14.8370, -17.5460], [0.8770, 15.1000, -16.9540], [1.4910, 15.2770, -18.3440], [1.0950, 12.6310, -19.9390], [1.7980, 13.1360, -20.3600], [0.3960, 13.2350, -20.1400], [1.2590, 13.2420, -14.6160], [0.6630, 13.9060, -14.3080], [1.6020, 12.7640, -13.8750], [0.9870, 10.3440, -15.3790], [0.5350, 10.6400, -14.5780], [0.7440, 9.4470, -15.5730], [-0.6750, 13.0040, -16.9050], [-0.8690, 12.7690, -15.9670], [-1.5310, 13.0820, -17.2270], [3.8770, 13.9330, -15.9770], [3.2460, 14.6260, -15.7040], [4.2530, 13.5570, -15.1550], [4.3350, 12.1500, -18.5760], [4.4970, 11.6540, -19.3760], [4.8700, 12.9530, -18.7820]]}

---

{"formula": "BaH18O9", "method": "ωB97M-V/def2-TZVPD", "homo_lumo_gap_ev": 9.740, "homo_ev": -16.4, "charge": 2, "total_energy_ha": -712.4058, "de_lowest_ev": 18.721, "symbols": ["Ba", "O", "H", "H", "O", "H", "H", "O", "H", "H", "O", "H", "H", "O", "H", "H", "O", "H", "H", "O", "H", "H", "O", "H", "H", "O", "H", "H"], "xyz": [[0.0051, -0.0603, 0.0007], [0.2981, -2.2317, 0.4750], [0.5291, -2.8390, 1.1778], [0.9067, -2.4417, -0.2334], [1.1364, 1.6498, 0.6670], [1.9880, 1.9840, 0.3853], [0.7555, 2.3638, 1.1781], [-1.7588, -0.5347, 1.0330], [-2.2307, -1.2980, 0.7000], [-2.2568, -0.2621, 1.8036], [0.4856, -1.1477, -1.7590], [0.5453, -0.6569, -2.5786], [0.8725, -1.9997, -1.9608], [0.2590, 0.1275, 2.0161], [-0.5683, -0.1203, 2.4289], [0.6832, 0.7012, 2.6542], [-1.4714, 1.4784, 0.0248], [-1.6744, 1.7223, -0.8783], [-2.1605, 1.8910, 0.5455], [2.0484, -0.6842, 0.4729], [2.4332, -0.5248, 1.3348], [2.6370, -0.2414, -0.1383], [-1.6358, -0.7810, -1.3310], [-2.5353, -1.0873, -1.2155], [-1.7249, 0.0650, -1.7699], [0.6064, 1.4100, -1.4398], [1.1313, 1.1557, -2.1987], [0.6960, 2.3619, -1.3941]]}

---

{"formula": "Be3F3", "method": "ωB97M-V/def2-TZVPD", "spin_multiplicity": 2, "s_squared": 0.803, "homo_lumo_gap_ev": [3.494, 7.215], "homo_ev": [-16.8, -19.5], "charge": 2, "total_energy_ha": -342.7360, "symbols": ["Be", "Be", "Be", "F", "F", "F"], "xyz": [[1.5910, -0.4828, 2.3576], [-0.0165, 1.7397, -0.8818], [-0.9633, -2.2809, -1.5254], [0.3939, -0.7423, 0.0131], [0.8912, 1.6840, 1.5258], [-1.8963, 0.0823, -1.4892]]}

---

{"formula": "Be4CaO24P6Sr4", "method": "ωB97M-V/def2-TZVPD", "homo_lumo_gap_ev": 1.812, "homo_ev": -7.8, "total_energy_ha": -4713.5818, "symbols": ["Sr", "Sr", "Sr", "Sr", "Ca", "Be", "Be", "Be", "Be", "P", "O", "O", "O", "O", "P", "O", "O", "O", "O", "P", "O", "O", "O", "O", "P", "O", "O", "O", "O", "P", "O", "O", "O", "O", "P", "O", "O", "O", "O"], "xyz": [[-0.8673, -1.1861, 3.1660], [2.7543, -0.0047, 2.1455], [0.5928, 2.9037, -2.4613], [-0.4369, 2.6293, 0.9909], [-2.4568, -0.2149, -1.1313], [0.6351, -1.2879, -3.0472], [-0.2616, -3.6951, 0.0099], [3.5364, 1.2405, -1.1894], [3.8214, -2.5016, -0.3733], [-2.4747, 2.6278, -2.1762], [-1.7331, 3.0363, -3.4108], [-3.1873, 1.3135, -2.6343], [-3.4861, 3.7074, -1.8305], [-1.4474, 2.0566, -1.1949], [-1.1232, 2.4449, 4.3260], [-0.1094, 2.8458, 5.4394], [-2.5267, 2.7095, 4.7316], [-0.7213, 1.2595, 3.4354], [-0.8113, 3.4132, 3.1676], [-2.9864, -2.3875, 0.9479], [-1.9197, -3.4173, 1.5298], [-2.8821, -0.9222, 1.1381], [-4.4185, -2.8965, 0.8132], [-2.6143, -2.4379, -0.5809], [6.0361, -0.7894, 1.8352], [5.7606, -1.5187, 3.1573], [4.9054, -0.5751, 0.7919], [7.3218, -1.3617, 1.2172], [6.2134, 0.7146, 2.0833], [0.9746, -0.1357, -0.1426], [-0.1091, -0.9239, -0.8318], [0.5493, 0.3144, 1.2871], [1.2131, 1.3455, -0.7452], [2.3918, -0.6767, -0.1205], [-2.1489, -1.5299, -4.0256], [-3.0135, -2.5062, -3.3178], [-1.4297, -0.4853, -3.0568], [-2.6288, -0.8744, -5.3649], [-0.9117, -2.2338, -4.5781]]}

---

{"formula": "Br2ClHNP", "method": "ωB97M-V/def2-TZVPD", "homo_lumo_gap_ev": [8.095, 5.514], "homo_ev": [-10.5, -9.1], "total_energy_ha": -6004.8784, "de_lowest_ev": 1.887, "symbols": ["N", "P", "Cl", "Br", "Br", "H"], "xyz": [[-1.9261, 0.1906, -0.0049], [-0.6337, -0.2848, -0.6085], [0.6462, 1.2660, -0.4630], [4.4207, 0.9568, 0.6940], [0.3289, -2.0518, 0.4068], [-2.8360, -0.0767, -0.0243]]}

---

{"formula": "Br2FH2PSi", "method": "ωB97M-V/def2-TZVPD", "homo_lumo_gap_ev": 8.275, "homo_ev": -9.5, "total_energy_ha": -5880.0416, "de_lowest_ev": 1.191, "symbols": ["F", "Si", "P", "Br", "Br", "H", "H"], "xyz": [[0.3809, 0.3645, 1.7158], [-0.5951, 0.5818, 0.4517], [1.0018, -0.7126, -1.5962], [-0.6724, 2.7783, 0.1978], [-2.5406, -0.1697, 1.1639], [0.4168, -1.9496, -1.2842], [2.0086, -0.8927, -0.6486]]}

---

{"formula": "Br2H2NP", "method": "ωB97M-V/def2-TZVPD", "homo_lumo_gap_ev": 9.534, "homo_ev": -9.5, "total_energy_ha": -5545.3435, "de_lowest_ev": 1.004, "symbols": ["N", "P", "Br", "Br", "H", "H"], "xyz": [[-1.1549, 0.3013, -0.1714], [0.8014, 0.1391, 0.8245], [1.8138, 1.6467, -0.3856], [1.5416, -1.7268, -0.0730], [-1.8216, 0.1588, 0.5818], [-1.1803, -0.5191, -0.7762]]}

---

{"formula": "Br2H4Si2", "method": "ωB97M-V/def2-TZVPD", "homo_lumo_gap_ev": 9.901, "homo_ev": -10.0, "total_energy_ha": -5729.4302, "de_lowest_ev": 1.095, "symbols": ["Si", "Si", "Br", "Br", "H", "H", "H", "H"], "xyz": [[-0.0877, 0.2429, -0.4918], [1.8034, -0.2549, 0.7079], [2.9960, -1.9212, -0.1087], [3.1101, 1.6803, -0.1171], [-0.2981, -0.5237, -1.8504], [-1.2649, -0.4298, 0.2676], [-0.0855, 1.5603, -0.6189], [2.1066, -0.0232, 2.0447]]}

---

{"formula": "Br2HP", "method": "ωB97M-V/def2-TZVPD", "homo_lumo_gap_ev": [5.629, 8.506], "homo_ev": [-8.9, -10.6], "total_energy_ha": -5489.9099, "de_lowest_ev": 2.614, "symbols": ["P", "Br", "Br", "H"], "xyz": [[0.5941, 0.3455, -0.8458], [-2.7400, -0.4230, 0.2507], [1.3746, -1.1478, 0.3884], [0.7713, 1.2253, 0.2068]]}

---

{"formula": "Br5HSi2", "method": "ωB97M-V/def2-TZVPD", "homo_lumo_gap_ev": 8.498, "homo_ev": -9.5, "total_energy_ha": -13449.8367, "de_lowest_ev": 1.409, "symbols": ["Si", "Si", "Br", "Br", "Br", "Br", "Br", "H"], "xyz": [[-1.8724, 0.2755, -0.2531], [2.9040, -0.4366, 1.3194], [-1.4079, 2.3745, -0.5496], [-0.7019, -0.5223, 1.4699], [-1.0301, -0.8814, -1.9653], [2.1153, 1.0362, -0.1268], [3.1322, -2.1047, -0.1607], [-3.1391, 0.2589, 0.2663]]}

---

{"formula": "BrCl2HNP", "method": "ωB97M-V/def2-TZVPD", "homo_lumo_gap_ev": 7.896, "homo_ev": -10.4, "total_energy_ha": -3891.0989, "de_lowest_ev": 1.518, "symbols": ["N", "P", "Cl", "Cl", "Br", "H"], "xyz": [[-1.0696, 0.4361, 0.8876], [0.1458, -0.1130, 0.0581], [0.4844, 0.9566, -2.4446], [0.6385, -2.0439, -0.1324], [1.7707, 0.7834, 0.9644], [-1.9698, -0.0192, 0.6669]]}

---

{"formula": "BrClFHSi", "method": "ωB97M-V/def2-TZVPD", "homo_lumo_gap_ev": 9.304, "homo_ev": -10.2, "total_energy_ha": -3424.2336, "de_lowest_ev": 2.345, "symbols": ["F", "Si", "Cl", "Br", "H"], "xyz": [[0.5509, -2.6896, 0.6891], [0.3130, -1.2804, -0.1022], [0.4991, 3.1413, -0.2242], [-1.3951, -2.2473, -1.2763], [0.0321, 3.0760, 0.9135]]}

---

{"formula": "BrClH2O2Si", "method": "ωB97M-V/def2-TZVPD", "spin_multiplicity": 3, "s_squared": 2.008, "homo_lumo_gap_ev": [6.257, 6.172], "homo_ev": [-6.3, -11.5], "total_energy_ha": -3475.2937, "de_lowest_ev": 1.134, "symbols": ["O", "O", "Si", "Cl", "Br", "H", "H"], "xyz": [[-0.1541, 0.3030, 0.5449], [0.7232, -1.3434, -1.5142], [0.7894, -0.7712, 0.0037], [-2.5483, 2.4419, 1.3141], [2.4407, -1.7868, 1.0092], [-1.4940, 1.7821, 0.6835], [0.2432, -0.6256, -2.0413]]}

---

{"formula": "BrClHIN2", "method": "ωB97M-V/def2-TZVPD", "homo_lumo_gap_ev": 7.993, "homo_ev": -9.5, "total_energy_ha": -3441.8832, "de_lowest_ev": 0.970, "symbols": ["N", "N", "Cl", "Br", "I", "H"], "xyz": [[0.5373, 0.1582, -0.5802], [-0.3483, 0.4702, 0.3490], [-0.1984, 0.0505, -2.1651], [-1.7156, -1.0682, 0.7635], [0.5825, 1.0459, 2.0823], [1.1424, -0.6566, -0.4494]]}

---

{"formula": "BrClOS", "method": "ωB97M-V/def2-TZVPD", "homo_lumo_gap_ev": [9.698, 5.242], "homo_ev": [-11.3, -9.3], "total_energy_ha": -3507.5362, "de_lowest_ev": 2.074, "symbols": ["O", "S", "Cl", "Br"], "xyz": [[-1.9723, 0.4637, -0.5069], [-1.6111, -0.8891, -0.2214], [3.0605, 1.4238, 1.2650], [0.5229, -0.9983, -0.5367]]}

---

{"formula": "BrCr", "method": "ωB97M-V/def2-TZVPD", "spin_multiplicity": 5, "s_squared": 6.134, "homo_lumo_gap_ev": [6.484, 8.061], "homo_ev": [-15.1, -15.4], "charge": 1, "total_energy_ha": -3618.1373, "de_lowest_ev": 0.176, "symbols": ["Cr", "Br"], "xyz": [[1.0255, 0.3780, -0.5873], [-1.0255, -0.3780, 0.5873]]}